i | {
  "formula": "H2N2O2",
  "method": "ωB97M-V/def2-TZVPD",
  "elements": ["N", "N", "O", "O", "H", "H"],
  "xyz": [[2.08, 0.42, -0.42], [2.09, -0.25, 0.44], [-1.58, 0.13, -0.47], [-0.52, -0.25, 0.42], [0.17, 0.52, 0.30], [-2.24, -0.56, -0.28]],
  "spin_multiplicity": 1,
  "lumo_ev": 1.0534
}

ii | {
  "formula": "H2N2O2",
  "method": "ωB97M-V/def2-TZVPD",
  "elements": ["N", "N", "O", "O", "H", "H"],
  "xyz": [[-1.67, -0.12, -1.93], [-1.61, -0.69, -0.98], [1.27, -0.11, 1.24], [0.19, 0.39, 0.52], [0.17, 1.31, 0.47], [1.66, -0.79, 0.67]],
  "spin_multiplicity": 1,
  "lumo_ev": 1.1151
}

Most stable: ii

i | {
  "formula": "C10H14N2O",
  "method": "ωB97M-V/def2-TZVPD",
  "elements": ["C", "C", "C", "C", "C", "C", "C", "C", "C", "C", "N", "N", "O", "H", "H", "H", "H", "H", "H", "H", "H", "H", "H", "H", "H", "H", "H"],
  "xyz": [[0.16, 0.85, -0.67], [-0.97, -0.04, -0.56], [1.09, 0.16, -1.75], [0.51, 1.81, 0.11], [1.06, -1.58, 2.06], [-2.26, 0.08, 0.08], [-0.17, -1.56, 2.39], [-2.80, 1.26, 0.88], [-1.40, -1.35, 2.78], [2.87, -0.33, -3.19], [0.43, -0.88, -2.01], [2.20, 0.58, -2.36], [-0.69, -1.23, -1.23], [1.54, 2.06, 0.06], [-0.14, 1.90, 1.03], [1.48, -1.84, 1.09], [1.87, -1.31, 2.67], [-2.51, 2.20, 0.55], [-2.19, 1.14, 1.81], [-3.80, 1.10, 1.18], [-2.80, -1.00, 0.07], [-2.15, -2.03, 3.16], [-1.65, -0.31, 2.59], [2.24, -0.48, -4.07], [3.89, -0.08, -3.35], [2.95, -1.40, -2.79], [2.39, 1.54, -2.11]],
  "spin_multiplicity": 1,
  "lumo_ev": 0.4713
}

ii | {
  "formula": "C10H14N2O",
  "method": "ωB97M-V/def2-TZVPD",
  "elements": ["C", "C", "C", "C", "C", "C", "C", "C", "C", "C", "N", "N", "O", "H", "H", "H", "H", "H", "H", "H", "H", "H", "H", "H", "H", "H", "H"],
  "xyz": [[0.16, -3.34, -1.21], [0.68, -2.40, -2.12], [-0.30, -2.92, 0.08], [0.75, -1.07, -1.80], [-0.24, -1.56, 0.39], [0.21, -0.54, -0.60], [0.42, 1.24, 1.93], [-0.23, 2.88, 0.15], [-1.86, 1.24, 0.65], [-0.37, 1.47, 0.60], [2.77, 0.60, -0.51], [0.24, 0.71, -0.42], [2.75, -0.48, -0.91], [0.12, -4.36, -1.67], [0.92, -2.58, -3.12], [-0.74, -3.71, 0.81], [0.83, -0.33, -2.62], [-0.51, -1.26, 1.41], [0.32, 0.16, 2.24], [1.51, 1.56, 1.85], [-0.03, 1.88, 2.79], [-0.55, 3.63, 0.93], [-0.96, 2.94, -0.79], [0.81, 2.96, -0.06], [-2.22, 0.94, -0.31], [-2.11, 0.18, 1.26], [-2.38, 2.15, 1.05]],
  "spin_multiplicity": 1,
  "lumo_ev": [-1.0140, -1.0305]
}

Most stable: ii